Computed, not measured: a 8-piece molecular cluster, C27H60B2F4NO14S8 overall, with ωB97M-V with the def2-TZVPD basis set.

Output
E_HOMO = -10.2 eV
total charge = +1
Kohn-Sham gap = 0.19844 Ha
lowest unoccupied orbital energy = -4.765 eV

Atoms and positions in Å:
C  -6.20340  0.19607  -1.81718
C  -5.31843  -0.58100  -0.67918
B  -3.75366  -0.28826  -0.96944
O  -3.43932  0.90793  -1.73728
N  -2.59398  -1.19156  -0.50528
C  -2.23298  -2.20570  -1.48091
C  -2.97616  -2.41127  -2.90135
C  -4.38336  -3.22022  -2.74964
O  -4.27515  -4.44430  -2.48505
F  -5.65758  -2.62915  -2.94281
C  -1.08781  -3.20717  -1.17824
C  -0.31147  -3.06748  0.16343
C  0.85210  -4.17462  0.36434
B  0.33867  -5.25062  1.49224
O  1.19859  -5.55063  2.64232
O  -0.94439  -5.92627  1.39536
C  -0.68339  -1.94825  1.18845
C  0.11151  -1.75064  2.55544
O  1.42186  -2.31134  2.64083
C  2.47141  -1.36890  2.25833
C  -1.90928  -1.02348  0.79198
S  -2.58300  0.31784  1.88240
O  -4.05029  0.11091  2.25987
O  -1.90905  0.39389  3.25111
C  -2.28337  2.05359  1.16862
F  -1.60175  2.86540  2.10556
F  -3.48874  2.65594  0.71632
F  -1.35562  1.84977  0.08502
H  -5.99818  1.33644  -1.77956
H  -7.33215  0.07421  -1.58861
H  -5.95476  -0.14052  -2.87988
H  -5.58044  -1.70654  -0.62441
H  -5.69673  -0.14101  0.32633
H  -2.57232  0.76712  -2.19833
H  -2.32106  -3.12299  -3.54051
H  -3.07228  -1.45497  -3.51959
H  -0.81102  -4.01737  -1.95249
H  1.86779  -3.70037  0.62477
H  1.01922  -4.78272  -0.60528
H  0.92349  -4.88031  3.32441
H  -1.19966  -6.24508  2.29775
H  0.26554  -0.60281  2.67297
H  -0.56090  -2.06846  3.44430
H  3.41974  -2.01020  2.01923
H  2.10357  -0.77672  1.33555
H  2.67771  -0.66081  3.14368
C  2.15084  5.06665  0.67304
S  1.52320  3.38236  0.50614
O  2.56565  2.45874  1.05408
C  1.63315  3.31580  -1.29385
H  2.20361  5.31185  1.73514
H  3.14775  5.13847  0.23442
H  1.47012  5.75933  0.17518
H  2.66081  3.49557  -1.61311
H  0.96898  4.06534  -1.72745
H  1.32042  2.32321  -1.62197
C  1.50593  8.42003  -3.95136
S  2.26804  7.59465  -2.53823
O  1.60564  6.25980  -2.38652
C  1.57087  8.69062  -1.28502
H  1.77713  7.87506  -4.85698
H  0.42025  8.42250  -3.84117
H  1.87877  9.44331  -4.02019
H  0.48117  8.67674  -1.34108
H  1.94163  9.70476  -1.44145
H  1.88746  8.33798  -0.30217
C  2.69011  3.87694  -4.89772
S  1.97985  2.37507  -5.60657
O  1.52335  1.51458  -4.47004
C  3.54208  1.69589  -6.20648
H  1.88986  4.44947  -4.42553
H  3.44019  3.61769  -4.14825
H  3.14237  4.47546  -5.69082
H  4.23884  1.57238  -5.37546
H  3.96635  2.36585  -6.95660
H  3.34416  0.72437  -6.66081
C  -1.01954  13.38697  -1.34527
S  0.27212  12.76882  -2.44523
O  -0.03564  11.33341  -2.73695
C  1.59442  12.79953  -1.21492
H  -1.95937  13.41567  -1.89822
H  -1.12564  12.72406  -0.48454
H  -0.76437  14.39532  -1.01434
H  1.32541  12.17344  -0.36202
H  1.76435  13.82701  -0.88817
H  2.50397  12.41242  -1.67620
C  -0.88645  -9.54181  -0.03951
S  0.81431  -8.93559  -0.04777
O  1.29623  -8.96983  -1.46274
C  1.52509  -10.36249  0.80094
H  -1.51391  -8.81699  -0.55997
H  -0.94194  -10.50384  -0.55245
H  -1.23181  -9.64398  0.99110
H  1.31937  -11.27326  0.23576
H  1.10088  -10.43828  1.80396
H  2.60348  -10.21778  0.87497
C  -4.04181  -7.20051  5.35445
S  -3.64614  -8.30828  3.98463
O  -2.56644  -7.65685  3.17875
C  -5.20047  -8.07089  3.09688
H  -3.18369  -7.16254  6.02693
H  -4.25004  -6.19812  4.97565
H  -4.90781  -7.58553  5.89572
H  -5.33663  -7.01448  2.85863
H  -6.02893  -8.42768  3.71150
H  -5.16158  -8.64865  2.17273
C  5.49240  -1.94096  5.36193
S  6.23219  -2.30818  3.75610
O  5.18435  -2.06783  2.71487
C  6.34608  -4.09295  4.00620
H  5.29509  -0.86928  5.41438
H  4.55446  -2.48810  5.47482
H  6.18809  -2.21919  6.15554
H  5.35523  -4.50619  4.20358
H  7.01422  -4.30142  4.84381
H  6.75232  -4.54297  3.09968